Computed, not measured: a molecular structure, CHF3NO5S2Y in a non-equilibrium geometry, with wB97M-V/def2-TZVPD.

XYZ file:
```
14
Properties=species:S:1:pos:R:3:mulliken_charge:R:1
N -0.2703 0.7690 1.0278 -0.418
S -1.3959 1.6039 0.0879 1.187
O -0.6884 2.3805 -0.9190 -0.496
O -2.3023 2.2346 1.0244 -0.474
S 0.5219 -0.4037 0.4488 1.096
O -2.1580 0.4355 -0.6048 -0.609
O -0.0862 -1.4915 -0.3669 -0.640
C 2.0678 0.0768 -0.5291 0.776
F 1.6652 0.4560 -1.7169 -0.182
F 2.6550 1.0637 0.1000 -0.166
F 2.8672 -0.9574 -0.6215 -0.161
Y -2.1379 -1.5105 -1.3060 2.073
O 1.2591 -1.0678 1.6687 -0.414
H 1.6418 -0.3998 2.2683 0.428
```

Results
Strongest force on any atom   5.2 eV/Å
HOMO energy   -18.17 eV
Charge   +2
Frontier orbital gap   6.80 eV
M   317.06 g/mol
DFT total energy   -43626.1172 eV
Lowest unoccupied orbital energy   -11.36 eV